Entry from OMol25: a 10-piece molecular cluster, C49H125F3N8O20 overall in a non-equilibrium geometry (the ωB97M-V functional and the def2-TZVPD basis).

Results
HOMO energy (spin up / spin down) (eV): -15.81 / -15.81
E_LUMO (spin up / spin down) (eV): -9.705 / -11.992
<S²>: 0.754
Total charge: +5
Multiplicity: 2
Kohn-Sham gap (spin up / spin down) (eV): 6.1 / 3.8

The geometry in XYZ format:
```
205
C49H125F3N8O20 (the ωB97M-V functional and the def2-TZVPD basis)
N -0.0486 0.2124 -0.7223
O 0.9554 0.8234 -1.1130
O -1.2142 0.5629 -1.1360
O 0.1078 -0.7254 0.0353
C 1.8438 -3.9890 -3.8119
O 0.5277 -3.3303 -3.9562
O 1.5720 -5.3552 -3.5533
C 2.7357 -3.5139 -5.0733
F 2.0401 -3.3255 -6.2245
F 3.3675 -2.3988 -4.8317
F 3.6539 -4.4825 -5.3886
C 0.3165 -1.9712 -3.6690
C -1.1395 -1.7136 -3.7980
H -1.3374 -1.9983 -4.8314
H -1.5973 -2.4744 -3.1658
H -1.5042 -0.7040 -3.6084
H 0.8308 -1.4020 -4.4433
H 0.6867 -1.6308 -2.7020
H 2.3736 -3.6097 -2.9381
C 3.2520 5.5416 1.7090
C 1.9085 4.6964 1.6295
C 2.3374 3.2928 1.2163
O 1.0872 4.6783 2.7691
H 3.9927 5.3442 0.9340
H 3.6956 5.4711 2.7021
H 3.1047 6.6152 1.5916
H 1.4808 5.0103 0.6772
H 1.5294 2.6500 0.8671
H 2.8284 2.8106 2.0616
H 3.0494 3.3368 0.3920
C -2.3199 -1.3028 2.6967
O -2.7682 -2.3348 1.8290
C -3.0731 -1.9935 0.5378
C -3.6206 -3.0798 -0.3046
N -5.0568 -3.4662 0.0940
H -5.0806 -3.4529 1.1037
H -5.7238 -2.7277 -0.0791
C -5.6677 -4.7930 -0.4686
C -6.7782 -5.2906 0.6201
O -6.1769 -5.4660 1.9046
C -7.0552 -5.5511 3.0159
H -3.1898 -0.6814 2.9097
H -1.4971 -0.7515 2.2417
H -1.9545 -1.6726 3.6548
H -2.0997 -1.7275 0.1258
H -3.7374 -1.1449 0.3744
H -3.0362 -3.9994 -0.2738
H -3.7544 -2.6907 -1.3140
H -4.8302 -5.4885 -0.5240
H -6.0045 -4.5086 -1.4654
H -7.3966 -6.1496 0.3600
H -7.4427 -4.4265 0.6176
H -7.7510 -4.7138 3.0702
H -6.5633 -5.7045 3.9764
H -7.6956 -6.4252 2.8977
C 11.5523 -2.6923 1.0436
O 10.0731 -2.7618 1.0244
C 9.5475 -2.6041 -0.3008
C 8.0414 -2.2275 -0.1921
N 7.8661 -1.1986 0.9289
H 8.1903 -1.5631 1.8133
H 8.4295 -0.3778 0.7587
C 6.3651 -0.7861 1.1459
C 5.6483 -0.0737 0.0196
O 5.0103 -1.0890 -0.8095
C 4.2682 -0.5367 -1.8884
H 11.8131 -3.2639 1.9343
H 11.8676 -1.6599 1.1951
H 11.9230 -3.1077 0.1065
H 9.8017 -3.4918 -0.8799
H 10.0257 -1.7380 -0.7582
H 7.4382 -3.0784 0.1244
H 7.5444 -1.7050 -1.0095
H 6.4816 -0.1244 2.0043
H 5.6682 -1.5777 1.4212
H 6.3337 0.3538 -0.7123
H 4.8909 0.6707 0.2648
H 3.7419 -1.2646 -2.5058
H 4.9242 0.0877 -2.4949
H 3.5124 0.1419 -1.4929
C -3.9598 5.7932 5.5850
O -3.0238 5.2949 4.6472
C -3.4121 5.2306 3.2664
C -2.3144 4.7704 2.2950
N -1.5264 3.6099 2.8702
H -0.5761 3.9517 2.8666
H -1.8313 3.5842 3.8328
C -1.5634 2.2004 2.2999
C -2.8644 1.8350 1.5118
O -4.0380 1.8879 2.2455
C -5.2591 1.5664 1.5827
H -3.7362 6.8436 5.7716
H -3.9560 5.3745 6.5914
H -4.9759 5.8565 5.1956
H -3.8605 6.1602 2.9160
H -4.2496 4.5397 3.1693
H -1.5059 5.4902 2.1672
H -2.6791 4.5847 1.2847
H -1.6347 1.4918 3.1250
H -0.7881 2.0762 1.5439
H -2.6960 0.8241 1.1405
H -2.9722 2.4246 0.6014
H -5.5009 2.2022 0.7310
H -6.1197 1.5508 2.2514
H -5.2706 0.5819 1.1151
C 1.5271 1.6758 -4.8803
O 0.2632 1.9227 -4.3308
C -0.3834 2.9524 -4.9358
C -1.6756 3.2123 -4.0634
N -1.4686 3.3692 -2.5408
H -2.3326 3.6512 -2.1005
H -1.2840 2.4309 -2.2159
C -0.3473 4.3247 -1.9905
C -0.7018 5.8230 -2.3372
O -0.7185 6.0300 -3.7090
C -0.8553 7.3644 -4.0538
H 2.1975 2.4865 -4.5951
H 1.5021 1.4488 -5.9461
H 1.8353 0.7406 -4.4129
H -0.8245 2.6413 -5.8827
H 0.1389 3.8976 -5.0841
H -2.4601 2.4565 -4.1022
H -2.2072 4.1145 -4.3659
H 0.4983 3.9490 -2.5667
H -0.2606 4.0401 -0.9419
H -0.1326 6.5685 -1.7819
H -1.7733 5.9149 -2.1599
H -0.3197 8.0915 -3.4435
H -1.8889 7.7093 -4.0250
H -0.7441 7.4803 -5.1319
C 6.1453 3.6490 7.7407
O 5.0634 3.5106 6.7911
C 3.9148 4.3253 6.8842
C 3.3504 4.3559 5.4395
N 2.4674 3.1514 5.1080
H 1.5621 3.1272 5.5550
H 2.0721 3.1948 4.1796
C 3.1003 1.7533 5.3411
C 2.2030 0.7628 4.7152
O 2.4803 0.8954 3.3675
C 1.7766 0.0588 2.4670
H 5.7488 3.4628 8.7388
H 6.6370 4.6216 7.7606
H 6.8898 2.9020 7.4654
H 4.1778 5.3039 7.2857
H 3.2194 3.8025 7.5408
H 4.2415 4.5130 4.8317
H 2.7869 5.2805 5.3144
H 3.1576 1.6430 6.4240
H 4.1037 1.7498 4.9155
H 1.1656 0.8092 5.0462
H 2.5179 -0.2598 4.9230
H 0.7198 0.2329 2.2649
H 2.0457 -0.9820 2.6472
H 2.2474 0.2186 1.4969
C -9.9275 -3.5053 -1.9553
O -8.6573 -3.5134 -2.6311
C -8.7656 -2.8872 -3.9583
C -8.8292 -1.3554 -3.8754
N -7.7070 -0.9485 -2.9998
H -7.8143 -1.2480 -2.0412
H -6.8272 -1.4037 -3.1975
C -7.5806 0.5844 -2.9816
C -6.4099 0.9283 -2.1071
O -5.3166 0.1576 -2.6066
C -4.0181 0.4625 -2.1000
H -9.8536 -3.8936 -0.9395
H -10.7935 -3.9691 -2.4275
H -10.1989 -2.4988 -1.6369
H -9.6116 -3.3121 -4.4985
H -7.9152 -3.2550 -4.5324
H -9.7453 -0.8149 -3.6374
H -8.7219 -1.0891 -4.9269
H -8.5362 0.9728 -2.6295
H -7.4585 0.8021 -4.0426
H -6.6820 0.7636 -1.0646
H -6.1549 1.9787 -2.2473
H -3.5690 1.3686 -2.5066
H -3.3937 -0.4137 -2.2752
H -4.1552 0.5554 -1.0227
C 6.0228 -3.4632 -3.2604
O 5.4079 -4.1499 -2.2192
C 5.2640 -5.5066 -2.4287
C 4.3842 -6.1219 -1.2852
N 3.0966 -5.3333 -0.9735
H 2.5345 -5.3552 -1.8123
H 2.6142 -6.0000 -0.3879
C 3.2294 -3.9943 -0.3023
C 1.8666 -3.4900 0.2311
O 1.5010 -4.5060 1.1216
C 0.1302 -4.4123 1.4744
H 7.1033 -3.5963 -3.2079
H 5.7682 -2.4133 -3.4051
H 5.7095 -3.8654 -4.2238
H 6.2092 -6.0467 -2.4823
H 4.6858 -5.8846 -3.2720
H 4.9572 -6.3608 -0.3893
H 3.9616 -7.0496 -1.6712
H 3.5867 -3.2490 -1.0128
H 3.9857 -4.1220 0.4722
H 1.2207 -3.2808 -0.6216
H 2.0050 -2.5215 0.7116
H 0.0864 -3.5543 2.1452
H -0.3566 -5.3324 1.7976
H -0.5165 -4.1712 0.6307
```


Entry from OMol25: a 10-piece molecular cluster, C49H125N7O17 overall in a non-equilibrium geometry (the ωB97M-V functional and the def2-TZVPD basis).

Results
SMILES: COCCNCCOC.COCCNCCOC.COCCNCCOC.COCCNCCOC.COCCNCCOC.COCCNCCOC.COCCNCCOC.CC(C)O.CC(C)O.CO
HOMO energy (eV): -8.51
E_LUMO (eV): 0.241
Kohn-Sham gap (eV): 8.8
Energy relative to the best compared isomer or geometry (same formula, charge and spin) (kcal/mol): 79.5

The geometry in XYZ format:
```
198
C49H125N7O17 (the ωB97M-V functional and the def2-TZVPD basis)
C -20.6192 6.7041 -18.1443
O -21.4141 5.5650 -18.0335
C -22.7303 5.6687 -18.5337
C -23.5613 4.4056 -18.2184
N -23.5991 3.4832 -19.3537
C -22.3105 2.9247 -19.6374
C -22.0947 2.3943 -21.0455
O -22.5933 3.3421 -21.9350
C -22.6236 2.9633 -23.3288
H -21.0761 7.5705 -17.6660
H -20.3054 7.0097 -19.1424
H -19.6726 6.5128 -17.6389
H -22.6098 5.8195 -19.6065
H -23.1915 6.5570 -18.1022
H -24.5933 4.6916 -18.0151
H -23.1439 3.9876 -17.3023
H -23.8373 4.0566 -20.1503
H -22.1102 2.1924 -18.8552
H -21.5593 3.6794 -19.4044
H -22.5601 1.4171 -21.1743
H -21.0387 2.2535 -21.2764
H -23.0089 3.8225 -23.8780
H -23.2709 2.1185 -23.5640
H -21.5826 2.7850 -23.5983
C -26.4661 4.8524 -7.6506
O -27.6909 4.2325 -8.0208
C -28.4219 4.7708 -9.0990
C -28.3935 3.6868 -10.1863
N -27.0566 3.4032 -10.7592
C -27.1840 2.3563 -11.7493
C -27.2044 0.9474 -11.0693
O -25.9603 0.7793 -10.3758
C -25.8008 -0.5176 -9.7873
H -25.7440 4.8521 -8.4671
H -26.1463 4.2666 -6.7889
H -26.6398 5.8262 -7.1927
H -28.0205 5.7172 -9.4616
H -29.4591 4.9971 -8.8519
H -29.0104 4.0460 -11.0100
H -28.8742 2.7906 -9.7940
H -26.5328 3.0406 -9.9755
H -26.3330 2.3725 -12.4301
H -28.0275 2.5337 -12.4166
H -27.2234 0.1102 -11.7670
H -28.0356 0.8112 -10.3775
H -25.8616 -1.3501 -10.4882
H -26.5451 -0.7052 -9.0134
H -24.8415 -0.5332 -9.2700
C -19.7053 -1.0027 -11.2394
O -19.7157 0.3703 -11.6376
C -20.9331 0.9259 -12.1412
C -21.0920 2.4456 -11.8791
N -20.8072 2.8753 -10.5046
C -21.7426 2.4136 -9.5064
C -21.4331 2.8590 -8.0944
O -20.0472 2.6981 -7.6922
C -19.6186 1.3457 -7.5387
H -18.6836 -1.3621 -11.3625
H -20.3212 -1.6682 -11.8442
H -19.9927 -1.0476 -10.1889
H -21.7539 0.4718 -11.5861
H -21.1501 0.6450 -13.1718
H -22.1176 2.5907 -12.2186
H -20.4529 2.9685 -12.5906
H -19.9354 2.4323 -10.2520
H -21.6509 1.3289 -9.5631
H -22.7512 2.6297 -9.8590
H -22.1415 2.3725 -7.4239
H -21.7353 3.8764 -7.8462
H -19.6205 0.9013 -8.5340
H -20.2895 0.9011 -6.8037
H -18.6168 1.2362 -7.1233
C -30.6086 -3.4662 -11.4217
O -30.0338 -4.5372 -10.7286
C -29.3995 -5.5023 -11.6108
C -28.6678 -6.5941 -10.8090
N -27.5624 -5.9952 -10.1142
C -26.7465 -7.0006 -9.3611
C -25.6646 -6.2852 -8.6177
O -26.3029 -5.5370 -7.6285
C -25.3698 -4.8891 -6.7743
H -30.8539 -2.6380 -10.7568
H -31.4705 -3.8383 -11.9754
H -29.8099 -2.9497 -11.9541
H -28.7647 -5.0487 -12.3719
H -30.2150 -6.0142 -12.1218
H -28.4338 -7.3304 -11.5780
H -29.4385 -6.9596 -10.1304
H -27.8277 -5.1985 -9.5530
H -26.3230 -7.7207 -10.0613
H -27.4095 -7.5467 -8.6901
H -25.1204 -5.5577 -9.2199
H -25.0153 -7.0246 -8.1488
H -24.5385 -5.4967 -6.4169
H -25.9012 -4.5867 -5.8719
H -25.0171 -3.9875 -7.2751
C -29.7554 -6.7402 -4.7561
O -30.3558 -5.8130 -3.8969
C -31.2729 -4.8674 -4.4594
C -30.6903 -3.8272 -5.4451
N -30.1158 -2.7506 -4.5382
C -29.6649 -1.6720 -5.4341
C -28.6800 -0.8359 -4.7614
O -27.5674 -1.6483 -4.4555
C -26.5411 -1.0046 -3.7842
H -30.3792 -7.5025 -5.2228
H -28.9584 -7.3251 -4.2970
H -29.2643 -6.2049 -5.5688
H -31.9913 -4.4471 -3.7556
H -31.9386 -5.4468 -5.0991
H -31.5096 -3.4092 -6.0300
H -29.9398 -4.2906 -6.0856
H -29.3447 -3.1737 -4.0417
H -30.4959 -1.0973 -5.8431
H -29.0958 -2.0939 -6.2624
H -29.0807 -0.3725 -3.8598
H -28.4460 -0.0295 -5.4565
H -26.9474 -0.6207 -2.8484
H -26.0621 -0.1649 -4.2877
H -25.7539 -1.6972 -3.4862
C -23.2443 -4.2674 -15.0385
O -21.9386 -4.4942 -15.4210
C -21.5454 -3.9546 -16.7006
C -20.0228 -3.8029 -16.9272
N -19.3929 -5.1108 -16.6553
C -17.9530 -5.0807 -16.5521
C -17.2905 -6.4059 -16.1489
O -17.8115 -6.7337 -14.8665
C -17.2589 -8.0092 -14.5416
H -23.4456 -5.0668 -14.3254
H -23.9124 -4.3324 -15.8974
H -23.3651 -3.2676 -14.6217
H -21.9353 -2.9399 -16.6200
H -22.0563 -4.4485 -17.5271
H -19.6236 -3.0712 -16.2248
H -19.8476 -3.3247 -17.8909
H -19.7709 -5.5443 -15.8251
H -17.6988 -4.3985 -15.7408
H -17.5091 -4.7864 -17.5031
H -16.2283 -6.1698 -16.0849
H -17.6155 -7.1174 -16.9081
H -16.1698 -8.0167 -14.4976
H -17.4897 -8.7537 -15.3035
H -17.6662 -8.3747 -13.5989
C -22.9653 8.8131 -4.9613
O -23.8816 9.2398 -3.9379
C -24.4346 10.5336 -4.1238
C -25.5355 10.8562 -3.1253
N -26.7479 10.2095 -3.5368
C -27.7194 10.0896 -2.4133
C -29.0054 9.3868 -2.9266
O -28.7545 8.0951 -3.5253
C -29.9126 7.4039 -3.9025
H -22.4567 7.8793 -4.7218
H -22.1632 9.5463 -5.0462
H -23.4877 8.6427 -5.9026
H -24.8207 10.6154 -5.1399
H -23.6167 11.2539 -4.1387
H -25.6730 11.9375 -3.1365
H -25.2262 10.5115 -2.1386
H -26.4477 9.2566 -3.6849
H -27.9294 11.1080 -2.0862
H -27.3126 9.5267 -1.5732
H -29.4544 9.9432 -3.7493
H -29.7139 9.2066 -2.1181
H -30.5361 7.2517 -3.0215
H -29.6124 6.4585 -4.3545
H -30.5018 8.0590 -4.5443
C -30.9700 11.2279 -8.3990
C -29.5237 11.0641 -7.9383
C -28.4420 11.1566 -8.9817
O -29.3144 12.1176 -7.0327
H -31.7192 11.0365 -7.6308
H -31.2748 10.6575 -9.2764
H -31.1206 12.2726 -8.6713
H -29.4466 10.0861 -7.4633
H -28.7484 10.7249 -9.9345
H -27.5325 10.6926 -8.6001
H -28.1866 12.1811 -9.2527
H -28.5883 11.7764 -6.5055
C -28.7092 1.6687 -17.9056
C -27.9944 0.2724 -17.6982
C -27.7944 -0.3328 -19.1115
O -26.6768 0.4653 -17.1754
H -29.5116 1.5183 -18.6279
H -27.9549 2.3994 -18.1977
H -29.1026 2.1128 -16.9912
H -28.5638 -0.4851 -17.1597
H -27.0603 -1.1384 -19.1003
H -27.4210 0.4002 -19.8266
H -28.6887 -0.7774 -19.5482
H -26.2364 1.0747 -17.7723
C -24.2941 7.3752 -12.8434
O -25.0674 6.3957 -13.4516
H -24.9276 8.2282 -12.6000
H -23.8471 7.0829 -11.8933
H -23.5483 7.7936 -13.5194
H -25.4087 5.8719 -12.7230
```